Entry 1:
{
  "formula": "C3H24N2O7",
  "method": "wB97M-V/def2-TZVPD",
  "spin_multiplicity": 1,
  "smiles": "CCNCN.O.O.O.O.O.O.O",
  "charge": 0,
  "energy_ha": -764.94068,
  "homo_energy_ev": -9.62,
  "elements": ["C", "C", "N", "C", "N", "H", "H", "H", "H", "H", "H", "H", "H", "H", "H", "H", "H", "O", "H", "H", "O", "H", "H", "O", "H", "H", "O", "H", "H", "O", "H", "H", "O", "H", "H", "O"],
  "coordinates": [[1.737, -1.616, -2.141], [2.607, -1.097, -1.007], [1.810, -0.349, -0.039], [2.580, 0.172, 1.094], [1.902, 1.171, 1.873], [1.208, -0.804, -2.622], [0.994, -2.310, -1.773], [2.350, -2.128, -2.878], [3.128, -1.935, -0.543], [3.361, -0.428, -1.390], [1.023, -0.926, 0.300], [3.498, 0.608, 0.695], [2.843, -0.637, 1.775], [1.638, 1.950, 1.306], [1.038, 0.830, 2.280], [-0.967, -0.773, 2.087], [-0.690, -2.262, 2.530], [-0.599, -1.650, 1.792], [-1.734, 1.398, 1.955], [-1.497, 1.208, 3.485], [-1.606, 0.715, 2.664], [-2.309, -2.733, -0.565], [-1.091, -2.092, 0.158], [-1.463, -2.329, -0.721], [-4.437, 1.072, -0.404], [-3.155, 1.088, -1.280], [-3.793, 1.673, -0.803], [0.910, 0.970, -0.822], [0.733, 2.181, -1.821], [0.256, 1.670, -1.148], [-1.060, 2.383, 0.209], [-2.592, 2.380, 0.279], [-1.789, 2.563, 0.817], [-1.752, -0.757, -1.579], [-1.150, 0.669, -1.773], [-1.933, 0.125, -1.991]],
  "mulliken_charge": [-1.093, -0.535, 0.050, -0.759, -0.625, 0.250, 0.264, 0.389, 0.379, 0.397, -0.047, 0.424, 0.328, 0.285, 0.296, 0.391, 0.286, -0.712, 0.417, 0.294, -0.721, 0.264, 0.417, -0.685, 0.299, 0.500, -0.756, 0.473, 0.297, -0.781, 0.320, 0.456, -0.787, 0.425, 0.398, -0.798]
}

***

Entry 2:
{
  "formula": "C3H24N6O9",
  "method": "wB97M-V/def2-TZVPD",
  "spin_multiplicity": 1,
  "smiles": "NC(N)=O.NC(N)=O.NC(N)=O.O.O.O.O.O.O",
  "charge": 0,
  "energy_ha": -1134.42239,
  "homo_energy_ev": -9.39,
  "elements": ["C", "O", "N", "N", "H", "H", "H", "H", "C", "O", "N", "N", "H", "H", "H", "H", "C", "O", "N", "N", "H", "H", "H", "H", "O", "H", "H", "O", "H", "H", "O", "H", "H", "O", "H", "H", "O", "H", "H", "O", "H", "H"],
  "coordinates": [[-3.227, 3.318, 3.950], [-2.877, 3.308, 5.129], [-3.378, 2.334, 3.194], [-3.662, 4.386, 3.396], [-3.379, 1.463, 3.705], [-3.894, 2.322, 2.325], [-4.434, 4.302, 2.751], [-3.503, 5.265, 3.867], [2.830, -4.095, -0.979], [2.650, -4.985, -0.145], [3.267, -2.920, -0.638], [2.546, -4.151, -2.266], [3.474, -2.659, 0.316], [3.348, -2.198, -1.340], [2.314, -3.329, -2.805], [2.436, -5.100, -2.593], [2.638, 1.566, 3.763], [3.232, 2.645, 3.903], [2.304, 0.890, 4.835], [2.304, 0.978, 2.661], [2.474, 1.253, 5.762], [1.786, 0.034, 4.706], [2.552, 1.229, 1.714], [1.452, 0.437, 2.626], [-1.006, -0.344, -1.620], [-1.449, -0.156, -0.793], [-1.113, 0.454, -2.137], [1.780, -0.719, -5.701], [0.826, -0.783, -5.655], [2.012, -1.174, -6.511], [-2.955, -5.303, 0.610], [-2.436, -5.842, 1.207], [-2.365, -4.597, 0.348], [3.241, 1.681, -2.277], [2.899, 1.243, -3.056], [3.574, 2.519, -2.600], [-2.488, 3.613, -1.101], [-1.918, 4.196, -0.600], [-3.224, 4.165, -1.366], [-2.736, -1.469, -5.762], [-2.656, -1.534, -4.810], [-3.241, -2.243, -6.014]],
  "mulliken_charge": [0.602, -0.677, -0.367, -0.414, 0.244, 0.214, 0.182, 0.220, 0.672, -0.673, -0.355, -0.391, 0.197, 0.145, 0.193, 0.213, 0.644, -0.668, -0.380, -0.359, 0.214, 0.161, 0.197, 0.192, -0.628, 0.304, 0.320, -0.628, 0.319, 0.313, -0.640, 0.325, 0.315, -0.615, 0.312, 0.302, -0.644, 0.325, 0.316, -0.640, 0.318, 0.322]
}

***

Entry 3:
{
  "formula": "C3H24NO9S",
  "method": "wB97M-V/def2-TZVPD",
  "spin_multiplicity": 1,
  "charge": 1,
  "energy_ha": -1258.53191,
  "homo_energy_ev": -12.49,
  "elements": ["O", "C", "C", "C", "S", "N", "H", "H", "H", "H", "H", "H", "H", "H", "H", "H", "O", "H", "H", "O", "H", "H", "O", "H", "H", "O", "H", "H", "O", "H", "H", "O", "H", "H", "O", "H", "H", "O"],
  "coordinates": [[0.063, -2.239, -0.687], [0.977, -1.698, -0.134], [0.957, -0.113, -0.124], [2.232, 0.560, -0.557], [3.081, -0.339, -1.856], [-0.304, 0.452, -0.676], [1.753, -2.003, 0.578], [0.798, -0.038, 1.023], [3.070, 0.647, 0.212], [2.106, 1.651, -0.723], [1.890, -0.675, -2.381], [-0.211, 1.486, -0.780], [-1.091, 0.137, -0.098], [-0.320, 0.247, -1.708], [-1.398, 1.123, -4.027], [-0.619, -0.267, -4.155], [-0.920, 0.428, -3.560], [-2.549, 0.851, 3.438], [-2.948, 0.140, 2.026], [-2.545, 0.060, 2.902], [-2.983, 0.986, -0.199], [-3.858, 1.750, 0.907], [-2.982, 1.561, 0.566], [-0.454, -4.197, 0.749], [-0.746, -3.194, 1.914], [-1.113, -3.561, 1.057], [1.191, 3.424, -2.209], [-0.098, 2.641, -2.561], [0.445, 2.933, -1.819], [0.780, 1.908, 2.679], [1.199, 3.330, 2.763], [1.584, 2.447, 2.737], [-0.723, -0.217, 2.998], [0.557, 0.321, 3.903], [0.156, 0.181, 3.044], [-2.572, -1.804, 0.925], [-1.829, -1.894, -0.296], [-2.490, -1.298, 0.106]],
  "mulliken_charge": [-0.515, -0.061, 0.231, -0.439, -0.170, 0.371, 0.408, -0.357, 0.398, 0.321, 0.104, 0.443, 0.081, 0.392, 0.273, 0.283, -0.611, 0.311, 0.345, -0.681, 0.304, 0.332, -0.691, 0.300, 0.324, -0.646, 0.322, 0.276, -0.642, 0.332, 0.340, -0.622, 0.332, 0.270, -0.633, 0.329, 0.306, -0.663]
}

***

Entry 4:
{
  "formula": "C3H25N2O8S",
  "method": "wB97M-V/def2-TZVPD",
  "spin_multiplicity": 1,
  "charge": -1,
  "energy_ha": -1238.83171,
  "homo_energy_ev": -3.50,
  "elements": ["N", "C", "C", "S", "C", "N", "H", "H", "H", "H", "H", "H", "H", "H", "H", "H", "H", "O", "H", "H", "O", "H", "H", "O", "H", "H", "O", "H", "H", "O", "H", "H", "O", "H", "H", "O", "H", "H", "O"],
  "coordinates": [[0.219, -1.165, 0.633], [0.849, -1.038, 1.937], [0.665, 0.241, 2.769], [-1.142, 0.631, 2.598], [2.392, -1.407, 1.964], [3.174, -0.613, 0.975], [-0.671, -1.649, 0.528], [0.301, -0.402, 0.119], [0.208, -1.865, 2.486], [0.767, 0.213, 3.829], [1.390, 1.052, 2.268], [2.842, -1.164, 2.929], [2.455, -2.380, 1.560], [3.246, 0.298, 1.379], [2.817, -0.640, -0.013], [-2.235, -3.195, 0.671], [-2.289, -2.718, -0.772], [-1.899, -3.338, -0.264], [0.381, -0.937, -1.706], [1.323, -2.014, -1.929], [1.296, -1.052, -1.709], [-3.001, 0.847, 0.464], [-3.320, 1.879, -0.573], [-3.636, 1.162, -0.180], [3.782, 0.130, -0.819], [3.029, 0.192, -2.376], [3.764, 0.577, -1.763], [-0.585, 3.570, 0.211], [-1.111, 2.249, 0.759], [-0.705, 2.708, -0.008], [-2.636, -0.740, -2.405], [-2.411, -0.629, -0.792], [-2.119, -1.053, -1.724], [1.072, 1.246, -2.195], [0.720, 0.528, -3.623], [0.930, 1.187, -3.051], [-1.035, 2.317, -1.593], [-1.038, 1.838, -2.958], [-1.744, 2.003, -2.336]],
  "mulliken_charge": [0.050, 0.067, -0.700, -0.621, -1.074, -0.752, -0.155, 0.240, 0.145, 0.339, 0.191, 0.414, 0.424, 0.270, 0.377, 0.335, 0.351, -0.661, 0.254, 0.221, -0.463, 0.235, 0.279, -0.672, 0.425, 0.328, -0.704, 0.173, 0.147, -0.524, 0.218, 0.458, -0.655, 0.304, 0.294, -0.635, 0.352, 0.349, -0.627]
}

***

Entry 5:
{
  "formula": "C3H26NO10",
  "method": "wB97M-V/def2-TZVPD",
  "spin_multiplicity": 1,
  "charge": 1,
  "energy_ha": -936.70632,
  "homo_energy_ev": -13.45,
  "elements": ["O", "C", "C", "N", "C", "H", "H", "H", "H", "H", "H", "H", "H", "H", "H", "O", "H", "H", "O", "H", "H", "O", "H", "H", "O", "H", "H", "O", "H", "H", "O", "H", "H", "O", "H", "H", "O", "H", "H", "O"],
  "coordinates": [[0.405, -0.620, -0.183], [0.262, -1.190, 0.881], [-1.210, -1.188, 1.418], [-1.304, -0.080, 2.508], [-1.392, -0.531, 4.000], [1.099, -1.513, 1.505], [-1.848, -0.659, 0.534], [-1.605, -2.074, 1.807], [-0.588, 0.713, 2.352], [-2.261, 0.466, 2.327], [-0.393, -1.103, 4.044], [-2.380, -1.072, 4.430], [-1.411, 0.015, 4.893], [4.408, -1.765, -0.765], [5.011, -0.392, -0.615], [4.356, -1.024, -0.253], [1.733, -0.239, -4.581], [2.810, 0.138, -3.382], [1.895, -0.183, -3.645], [-3.479, -0.194, -1.503], [-2.252, 0.620, -1.715], [-2.904, 0.431, -0.937], [0.192, -4.389, -0.490], [1.323, -3.272, -0.556], [0.462, -3.546, -0.187], [-0.266, 1.470, 0.421], [1.183, 1.811, 0.752], [0.273, 1.602, 1.199], [-0.214, 0.285, -2.396], [-0.995, 0.853, -3.796], [-1.025, 0.356, -2.867], [-4.338, 0.743, 1.449], [-3.074, 1.377, 0.869], [-3.552, 1.266, 1.684], [3.944, 1.778, -2.076], [2.958, 0.685, -1.622], [3.831, 0.896, -2.138], [0.240, 3.409, -0.448], [-0.330, 3.180, -1.697], [0.437, 2.940, -1.220]],
  "mulliken_charge": [-0.307, 0.093, -0.272, -0.208, -0.830, 0.369, 0.067, 0.463, 0.441, 0.375, 0.332, 0.284, 0.371, 0.287, 0.313, -0.602, 0.263, 0.404, -0.635, 0.304, 0.353, -0.673, 0.275, 0.294, -0.580, 0.336, 0.364, -0.794, 0.319, 0.317, -0.677, 0.346, 0.338, -0.698, 0.281, 0.384, -0.694, 0.304, 0.282, -0.589]
}

***

Entry 6:
{
  "formula": "C3H26NO13",
  "method": "wB97M-V/def2-TZVPD",
  "spin_multiplicity": 2,
  "charge": 0,
  "energy_ha": -1162.59960,
  "homo_energy_ev": [-10.85, -10.85],
  "elements": ["C", "C", "O", "N", "C", "O", "O", "H", "H", "H", "H", "H", "H", "H", "H", "O", "H", "H", "O", "H", "H", "O", "H", "H", "O", "H", "H", "O", "H", "H", "O", "H", "H", "O", "H", "H", "O", "H", "H", "O", "H", "H", "O"],
  "coordinates": [[0.171, 0.263, -1.133], [-1.288, 0.619, -0.804], [-2.236, -0.184, -1.485], [0.330, -1.174, -1.241], [1.672, -1.628, -1.478], [1.722, -2.669, -2.184], [2.570, -0.946, -1.014], [0.835, 0.514, -0.227], [0.536, 0.763, -2.072], [-1.554, 0.588, 0.295], [-1.525, 1.737, -0.958], [-2.227, -1.020, -1.000], [-0.229, -1.612, -1.916], [-0.961, -0.821, 4.322], [-0.668, -2.211, 3.658], [-1.391, -1.687, 4.226], [-1.563, 2.980, 1.246], [-0.260, 3.482, 0.518], [-0.890, 3.805, 1.174], [-0.165, 0.117, 2.393], [-0.472, 1.486, 2.940], [-0.921, 0.696, 2.697], [-3.216, -0.351, 2.167], [-3.288, -1.449, 3.178], [-3.747, -1.124, 2.399], [2.387, 0.845, 1.205], [2.895, -0.405, 0.438], [2.946, -0.006, 1.302], [2.678, 0.517, -1.670], [3.604, 1.715, -2.196], [2.863, 1.513, -1.823], [0.270, -1.577, 0.930], [1.771, -0.812, 1.574], [0.768, -1.177, 1.707], [-1.326, 1.301, -3.485], [-1.933, 0.078, -3.982], [-1.760, 0.972, -4.281], [0.252, -3.959, -1.437], [-1.154, -3.870, -1.723], [-0.683, -4.468, -1.305], [2.425, 2.988, -0.153], [1.277, 2.858, -0.836], [1.487, 3.312, 0.032]],
  "mulliken_spin": [-0.026, 0.019, 0.004, 0.376, -0.060, 0.643, -0.008, 0.000, 0.036, 0.001, 0.000, 0.002, -0.002, 0.000, 0.000, 0.000, 0.000, 0.000, 0.000, 0.000, 0.000, 0.000, 0.000, 0.000, 0.000, 0.000, -0.001, 0.001, -0.002, 0.000, 0.003, 0.003, -0.001, 0.011, 0.000, 0.000, 0.000, -0.002, 0.000, 0.004, 0.000, 0.000, 0.000]
}

***

Entry 7:
{
  "formula": "C3H27NO10S",
  "method": "wB97M-V/def2-TZVPD",
  "spin_multiplicity": 1,
  "charge": 0,
  "energy_ha": -1335.64987,
  "homo_energy_ev": -8.74,
  "elements": ["C", "C", "S", "N", "C", "O", "H", "H", "H", "H", "H", "H", "H", "H", "H", "H", "H", "O", "H", "H", "O", "H", "H", "O", "H", "H", "O", "H", "H", "O", "H", "H", "O", "H", "H", "O", "H", "H", "O", "H", "H", "O"],
  "coordinates": [[-1.558, 0.774, -1.997], [-0.374, 1.733, -1.969], [-0.960, 3.342, -1.307], [-1.569, 0.008, -0.774], [-2.140, -1.323, -0.744], [-1.147, -2.308, -0.627], [-1.554, 0.160, -2.921], [-2.460, 1.362, -2.176], [0.479, 1.312, -1.441], [-0.057, 2.139, -2.928], [-1.097, 2.929, -0.037], [-0.764, 0.126, -0.182], [-2.758, -1.487, -1.621], [-2.661, -1.357, 0.216], [-0.198, -2.126, -0.729], [-2.295, 1.301, 0.500], [-3.659, 1.212, 1.302], [-2.984, 1.797, 0.955], [3.066, 0.088, -1.471], [4.378, -0.215, -0.631], [3.777, 0.465, -0.943], [1.913, -1.391, 0.513], [2.823, -1.854, -0.654], [1.957, -1.493, -0.465], [-1.263, -2.860, 1.115], [-1.731, -2.107, 2.323], [-1.035, -2.734, 2.075], [3.011, 2.777, 0.964], [2.848, 1.439, 0.236], [2.407, 2.030, 0.889], [0.579, -1.784, 2.106], [1.208, -3.047, 2.159], [1.507, -2.141, 2.012], [1.963, 0.385, -1.564], [2.871, -0.342, -2.483], [2.490, 0.536, -2.357], [-1.584, -0.005, 1.849], [-1.956, -0.518, 3.270], [-2.197, -0.564, 2.340], [0.987, 0.997, 1.543], [-0.278, 1.758, 2.071], [0.014, 0.985, 1.582]],
  "mulliken_charge": [-0.466, 0.217, -0.152, 0.107, -0.499, -0.663, 0.483, 0.315, -0.868, 0.319, 0.087, 0.075, 0.440, 0.294, 0.342, 0.114, 0.320, -0.642, 0.078, 0.211, -0.784, 0.380, 0.339, -0.677, 0.405, 0.409, -0.817, 0.268, 0.421, -0.643, 0.444, 0.329, -0.735, 0.349, 0.635, -0.433, 0.410, 0.291, -0.714, 0.243, 0.228, -0.459]
}